12
Properties=species:S:1:pos:R:3 method="wB97M-V/def2-TZVPD" spin_multiplicity=2 fmax_ha_per_bohr=0.054 e_tot_ev=-14527.178 s_squared=0.7532 orbital_gap_ev="10.39 / 7.00"
N 1.614 -0.092 -2.968
H 2.576 -0.429 -2.771
H 1.707 0.865 -3.296
H 1.035 -0.202 -2.179
C -0.621 1.366 1.835
C -0.864 -0.083 1.642
S -0.226 -0.702 -0.108
H -1.423 1.698 2.485
H -0.813 1.861 0.908
H 0.318 1.410 2.430
H -1.914 -0.389 1.675
H -0.264 -0.642 2.394